(1)
Here is C2H6N2O2 in the gas phase at a distorted geometry from OMol25. Energies are from wB97M-V/def2-TZVPD.

Calculated values
2S+1 = 1
ΔE to the lowest compared entry with this formula, charge and spin = 6.721 eV
SMILES = N/N=C/COO
Kohn-Sham gap = 9.9 eV
LUMO = 0.98 eV
HOMO level = -8.9 eV
Net charge = 0

Last column: Löwdin charge in e.
CARTESIAN COORDINATES (ANGSTROEM)
N  -1.991  -0.945  0.078  0.00
N  -0.694  -0.486  0.340  -0.06
C  -0.271  0.540  -0.250  -0.15
C  1.200  1.106  -0.047  -0.19
O  2.058  0.177  0.573  -0.10
O  1.524  -1.097  0.027  0.00
H  -2.764  -0.409  -0.268  0.07
H  -2.215  -1.747  0.709  0.10
H  -0.674  0.931  -1.219  0.13
H  1.626  1.252  -1.100  0.13
H  1.195  2.052  0.523  0.12
H  1.007  -1.375  0.632  -0.05

Forces on atoms 1 to 6 (eV/Å):
N 1.3 -2.1 1.1
N -3.1 0.7 0.7
C 1.7 1.3 -1.5
C -1.0 -0.6 -1.7
O -1.5 -1.7 0.1
O 9.1 3.2 -6.8

(2)
Here is C2H3N2PS2 in the gas phase at a distorted geometry from OMol25. Energies are from wB97M-V/def2-TZVPD.

Calculated values
2S+1 = 1
ΔE to the lowest compared entry with this formula, charge and spin = 1.557 eV
Kohn-Sham gap (alpha / beta) = 6.5 / 6.5 eV
LUMO (alpha / beta) = -1.91 / -1.91 eV
HOMO level (alpha / beta) = -8.5 / -8.4 eV
Net charge = 0

Last column: Löwdin charge in e.
CARTESIAN COORDINATES (ANGSTROEM)
C  -0.716  -0.584  0.028  -0.92
C  1.581  0.414  0.010  -0.73
N  0.641  -0.547  0.157  -0.07
N  -1.534  0.506  -0.168  -0.47
P  -1.480  2.142  0.131  0.72
S  -1.441  -2.070  0.077  0.68
S  3.167  0.059  0.017  0.66
H  1.023  -1.481  0.298  0.10
H  -2.452  0.132  -0.429  0.03
H  1.211  1.429  -0.121  0.00

Forces on atoms 1 to 6 (eV/Å):
C -0.3 -1.3 0.0
C 0.5 0.6 -0.2
N -0.1 -0.3 0.2
N -0.6 0.3 -0.3
P 0.4 0.3 0.1
S 0.0 0.0 0.0

(3)
Here is 5 unconnected molecules or ions with the total composition C35H40NO22S2 at a distorted geometry from OMol25. Energies are from wB97M-V/def2-TZVPD.

Calculated values
2S+1 = 1
Kohn-Sham gap = 5.6 eV
LUMO = -0.62 eV
HOMO level = -6.2 eV
Net charge = -1

Last column: Löwdin charge in e.
CARTESIAN COORDINATES (ANGSTROEM)
C  7.663  0.053  -0.121  -0.14
C  8.419  -0.337  -1.521  -0.26
C  8.018  0.586  -2.814  -0.24
C  6.664  1.490  -2.637  -0.21
C  5.272  0.649  -2.461  -0.20
C  5.169  -0.739  -3.322  -0.20
C  4.960  -2.070  -2.364  -0.21
C  3.495  -2.138  -1.629  -0.21
C  3.516  -1.560  -0.061  -0.20
C  2.495  -0.270  0.007  -0.26
S  3.159  1.195  0.982  0.69
O  2.328  1.257  2.303  -0.43
O  4.658  1.028  1.415  -0.43
N  3.084  2.657  0.021  -0.35
S  1.468  3.315  -0.056  0.68
O  1.534  4.606  -0.961  -0.43
O  0.904  3.780  1.321  -0.42
C  0.255  2.160  -0.953  -0.22
O  -1.001  2.876  -1.353  -0.22
O  -1.799  2.018  -1.932  -0.10
H  8.324  -0.282  0.815  0.08
H  6.688  -0.632  -0.067  0.05
H  7.441  1.191  0.030  0.08
H  9.589  -0.192  -1.349  0.10
H  8.256  -1.459  -1.824  0.10
H  8.915  1.358  -2.964  0.11
H  8.037  -0.097  -3.775  0.09
H  6.816  2.266  -1.765  0.11
H  6.560  2.136  -3.634  0.11
H  4.371  1.381  -2.742  0.12
H  5.145  0.397  -1.318  0.08
H  6.047  -0.937  -4.068  0.09
H  4.177  -0.656  -3.980  0.11
H  5.044  -3.029  -3.068  0.11
H  5.778  -2.160  -1.527  0.10
H  3.212  -3.289  -1.516  0.11
H  2.616  -1.661  -2.260  0.11
H  4.621  -1.321  0.257  0.09
H  3.096  -2.370  0.680  0.11
H  1.491  -0.634  0.537  0.12
H  2.243  0.127  -1.068  0.08
H  -0.107  1.281  -0.230  0.13
H  0.767  1.681  -1.910  0.13
H  -1.345  1.134  -2.061  0.10
C  -0.508  -0.638  4.065  0.08
C  0.735  -0.475  4.525  -0.18
C  1.135  -0.976  5.869  -0.30
O  2.288  -0.828  6.256  0.11
C  0.109  -1.635  6.692  0.07
C  -1.134  -1.795  6.233  -0.21
C  -1.527  -1.319  4.879  -0.32
O  -2.672  -1.497  4.478  0.08
O  -2.104  -2.411  7.003  0.07
O  1.697  0.166  3.767  0.01
H  -0.811  -0.281  3.089  0.13
H  0.408  -1.979  7.674  0.13
H  -2.917  -2.407  6.451  0.11
H  2.511  0.157  4.316  0.13
C  -6.716  -1.417  -1.139  0.09
C  -5.531  -1.407  -1.753  -0.18
C  -4.541  -0.323  -1.506  -0.29
O  -3.453  -0.351  -2.070  0.11
C  -4.918  0.758  -0.581  0.09
C  -6.104  0.749  0.030  -0.20
C  -7.083  -0.349  -0.196  -0.30
O  -8.158  -0.339  0.394  0.10
O  -6.466  1.763  0.898  0.08
O  -5.180  -2.406  -2.642  0.04
H  -7.444  -2.200  -1.307  0.14
H  -4.196  1.549  -0.425  0.14
H  -7.367  1.529  1.211  0.12
H  -4.277  -2.175  -2.951  0.13
C  -1.087  6.669  4.036  0.08
C  -1.216  5.350  4.196  -0.20
C  -0.403  4.609  5.199  -0.30
O  -0.557  3.401  5.337  0.11
C  0.572  5.372  5.995  0.08
C  0.703  6.690  5.833  -0.21
C  -0.129  7.435  4.849  -0.31
O  0.002  8.649  4.735  0.09
O  1.619  7.412  6.575  0.07
O  -2.112  4.624  3.434  0.08
H  -1.673  7.220  3.312  0.14
H  1.169  4.818  6.708  0.14
H  1.523  8.342  6.276  0.11
H  -2.020  3.694  3.737  0.12
C  -7.801  -6.316  -4.535  0.08
C  -7.921  -6.807  -5.770  -0.21
C  -7.273  -6.140  -6.933  -0.31
O  -7.385  -6.625  -8.054  0.10
C  -6.516  -4.903  -6.685  0.07
C  -6.399  -4.411  -5.450  -0.20
C  -7.023  -5.093  -4.284  -0.30
O  -6.883  -4.626  -3.158  0.11
O  -5.691  -3.247  -5.210  0.08
O  -8.652  -7.955  -6.014  0.07
H  -8.264  -6.792  -3.680  0.14
H  -6.065  -4.419  -7.542  0.14
H  -5.752  -3.100  -4.241  0.07
H  -8.586  -8.105  -6.982  0.11

Forces on atoms 1 to 6 (eV/Å):
C 0.1 -1.4 0.5
C 0.8 0.4 0.0
C 0.8 0.7 0.2
C 0.1 0.1 -1.2
C -0.1 0.4 0.6
C -1.2 -0.3 0.1

(4)
Here is a molecular structure, C20H31BBr25ClN5O4 at a distorted geometry from OMol25. Energies are from wB97M-V/def2-TZVPD.

Calculated values
2S+1 = 1
Kohn-Sham gap = 9.2 eV
LUMO = -2.32 eV
HOMO level = -11.5 eV
Net charge = +1

Last column: Löwdin charge in e.
CARTESIAN COORDINATES (ANGSTROEM)
C  3.539  1.290  0.434  -0.08
O  3.437  0.898  -0.923  -0.14
C  2.705  1.809  -1.682  -0.13
C  1.255  1.734  -1.278  -0.20
N  0.695  0.545  -1.127  0.25
C  -0.548  0.795  -0.757  -0.33
N  -1.389  -0.216  -0.536  -0.27
Cl  -3.008  -0.068  -0.087  0.80
B  -0.896  -1.647  -0.756  -0.71
O  -0.695  -2.008  -2.060  0.10
N  -0.717  -2.509  0.367  -0.05
C  -0.818  -3.923  -0.078  -0.12
C  0.584  -2.296  1.043  -0.07
N  -0.790  2.113  -0.659  0.08
C  -1.938  2.902  -0.263  -0.18
C  -2.072  2.983  1.251  -0.73
C  -3.397  3.606  1.670  -0.14
Br  -0.575  3.905  2.085  0.77
N  0.405  2.703  -1.025  0.05
C  0.693  4.130  -1.135  -0.08
C  0.510  4.570  -2.586  -0.15
O  1.494  3.996  -3.428  -0.04
C  2.472  4.863  -3.845  -0.30
O  2.997  4.744  -4.934  0.11
H  2.617  1.147  0.994  0.09
H  4.295  0.664  0.879  0.02
H  3.883  2.321  0.500  0.08
H  2.761  1.450  -2.699  0.15
H  3.130  2.804  -1.595  0.12
H  0.211  -1.857  -2.341  0.11
H  -1.719  -4.031  -0.662  0.04
H  0.040  -4.230  -0.665  0.03
H  -0.868  -4.574  0.784  0.09
H  1.015  -1.320  0.850  0.07
H  1.305  -3.053  0.757  0.08
H  0.445  -2.397  2.111  0.03
H  -2.861  2.492  -0.638  0.07
H  -1.878  3.903  -0.664  0.13
H  -2.056  1.982  1.654  0.06
H  -3.591  3.287  2.683  0.07
H  -4.175  3.277  0.999  0.00
H  -3.307  4.685  1.697  0.08
H  1.727  4.251  -0.860  0.13
H  0.041  4.730  -0.524  0.08
H  0.474  5.650  -2.671  0.14
H  -0.454  4.199  -2.914  0.14
H  2.826  5.637  -3.148  0.16
C  2.370  -2.760  4.995  -1.61
Br  3.442  -2.212  3.491  0.56
Br  1.613  -1.256  5.926  0.59
Br  1.016  -4.010  4.442  0.57
H  3.025  -3.269  5.686  -0.02
C  7.633  -1.833  2.774  -1.62
Br  9.203  -2.418  1.833  0.59
Br  8.068  -0.751  4.301  0.58
Br  6.399  -0.928  1.600  0.54
H  7.130  -2.717  3.138  -0.03
C  -6.693  0.560  1.644  -1.60
Br  -6.463  1.932  0.318  0.56
Br  -7.093  -1.137  0.832  0.61
Br  -5.158  0.453  2.801  0.60
H  -7.543  0.835  2.251  -0.03
C  -0.238  -6.073  -3.117  -1.58
Br  1.526  -6.008  -2.352  0.58
Br  -1.555  -6.577  -1.805  0.64
Br  -0.697  -4.417  -3.987  0.65
H  -0.231  -6.841  -3.875  -0.03
C  -10.757  0.101  0.079  -1.64
Br  -12.583  -0.003  0.670  0.60
Br  -10.510  -0.763  -1.625  0.55
Br  -10.119  1.922  0.055  0.56
H  -10.157  -0.438  0.796  -0.06
C  3.478  -7.537  1.140  -1.63
Br  4.651  -6.881  -0.243  0.56
Br  2.694  -6.095  2.150  0.53
Br  2.130  -8.718  0.441  0.57
H  4.086  -8.113  1.820  -0.03
C  8.954  2.941  1.956  -1.63
Br  9.331  2.997  3.840  0.57
Br  9.966  1.574  1.061  0.58
Br  7.065  2.751  1.613  0.53
H  9.256  3.892  1.544  -0.03
C  -6.166  1.049  -4.113  -1.62
Br  -4.498  1.213  -3.146  0.53
Br  -7.638  0.691  -2.929  0.53
Br  -6.495  2.582  -5.225  0.60
H  -6.063  0.195  -4.767  -0.03

Forces on atoms 1 to 6 (eV/Å):
C 0.3 -0.1 -0.1
O 0.0 0.0 0.2
C 0.0 -0.4 0.3
C 0.5 -0.9 -0.3
N 0.6 -0.2 -0.2
C -1.5 -0.3 0.3